[1]
{"formula": "C4H6IN2", "method": "ωB97M-V/def2-TZVPD", "species": ["C", "C", "C", "C", "N", "N", "I", "H", "H", "H", "H", "H", "H"], "coordinates": [[-0.153, -1.653, 0.232], [-0.807, -0.341, 0.358], [1.970, -0.935, -0.636], [-0.950, 1.984, -0.168], [1.141, -1.773, -0.149], [-0.394, 0.684, -0.318], [2.961, 0.646, 0.121], [-0.659, -2.686, 0.415], [-1.537, -0.210, 1.188], [-1.587, 2.190, 0.650], [-0.110, 2.594, -0.155], [-1.385, 2.184, -1.080], [1.511, -2.685, -0.458]], "charge": 1, "homo_ha": [-0.479, -0.498], "e_lumo_ha": [-0.2246, -0.2311], "total_energy_ev": -15313.7552}



[2]
{"formula": "C4H6INO", "method": "ωB97M-V/def2-TZVPD", "species": ["C", "C", "N", "C", "C", "O", "I", "H", "H", "H", "H", "H", "H"], "coordinates": [[-0.297, 1.598, -0.838], [-0.087, 1.202, 0.632], [0.290, -0.181, 0.778], [0.103, -0.953, -0.137], [0.551, -2.548, 0.295], [1.521, -3.039, -0.197], [-0.692, -3.531, 1.776], [-0.421, 2.659, -0.894], [0.607, 1.297, -1.397], [-1.169, 1.030, -1.200], [-0.928, 1.460, 1.218], [0.792, 1.825, 1.115], [-0.272, -0.820, -1.152]], "homo_ha": -0.343, "smiles": "CC/N=C/C(=O)I", "e_lumo_ha": 0.0118, "total_energy_ev": -15881.8031}



[3]
{"formula": "C4H6InO3", "method": "ωB97M-V/def2-TZVPD", "species": ["In", "C", "C", "C", "O", "C", "O", "O", "H", "H", "H", "H", "H", "H"], "coordinates": [[35.207, -7.481, -13.454], [30.023, -16.424, -13.584], [29.461, -15.035, -13.153], [28.947, -15.027, -11.762], [29.823, -13.978, -11.221], [30.705, -13.530, -12.057], [31.483, -12.572, -11.812], [30.637, -14.289, -13.173], [29.211, -17.141, -13.705], [30.666, -16.781, -12.779], [30.632, -16.405, -14.488], [28.729, -14.794, -13.925], [29.257, -15.908, -11.201], [27.881, -14.798, -11.775]], "charge": 3, "homo_ha": -0.780, "e_lumo_ha": -0.7165, "total_energy_ev": -15521.5249}



[4]
{"formula": "C4H6KO3", "method": "ωB97M-V/def2-TZVPD", "species": ["C", "C", "O", "H", "H", "H", "O", "C", "O", "K", "C", "H", "H", "H"], "coordinates": [[-2.241, -1.333, 0.598], [-1.870, -0.774, 1.632], [-3.113, -1.855, -0.213], [-0.341, 0.178, -0.537], [-1.503, -0.183, 2.453], [-3.269, -2.793, -0.037], [-0.066, 1.019, 0.082], [1.137, 1.309, 0.472], [2.093, 0.992, -0.344], [1.773, 2.279, 3.418], [1.869, 0.398, -1.639], [1.429, -0.602, -1.530], [1.244, 1.053, -2.259], [2.858, 0.313, -2.096]], "charge": 1, "homo_ha": -0.450, "e_lumo_ha": -0.1389, "total_energy_ev": -26702.4062}



[5]
{"formula": "C4H6LiO2Sr", "method": "ωB97M-V/def2-TZVPD", "species": ["O", "Sr", "C", "C", "H", "H", "H", "H", "C", "C", "O", "Li", "H", "H"], "coordinates": [[-1.342, 1.571, -0.086], [0.487, 2.752, -0.021], [-1.702, 0.237, -0.151], [-0.607, -0.755, 0.270], [-2.582, 0.038, 0.500], [-0.402, -0.578, 1.340], [-1.033, -1.771, 0.241], [-2.027, -0.046, -1.179], [0.659, -0.750, -0.723], [1.702, -0.260, 0.200], [2.237, -0.805, 1.195], [3.186, 2.148, 1.182], [0.428, -0.093, -1.578], [0.997, -1.689, -1.192]], "charge": -1, "homo_ha": -0.040, "e_lumo_ha": 0.0898, "total_energy_ev": -9378.0682}



[6]
{"formula": "C4H6LiO2Zn", "method": "ωB97M-V/def2-TZVPD", "species": ["O", "Zn", "C", "C", "H", "H", "H", "H", "C", "C", "O", "Li", "H", "H"], "coordinates": [[-1.257, 1.621, 0.043], [0.483, 2.240, -0.109], [-1.634, 0.293, -0.055], [-0.570, -0.699, 0.440], [-2.555, 0.098, 0.536], [-0.565, -0.580, 1.537], [-0.940, -1.731, 0.320], [-1.899, 0.015, -1.101], [0.817, -0.628, -0.912], [1.265, -0.373, 0.396], [2.046, -0.494, 1.382], [2.916, 1.455, 0.740], [0.270, -0.129, -1.719], [1.624, -1.090, -1.498]], "charge": -1, "homo_ha": -0.057, "e_lumo_ha": 0.0897, "total_energy_ev": -56958.4156}



[7]
{"formula": "C4H6LuO3", "method": "ωB97M-V/def2-TZVPD", "species": ["H", "O", "O", "O", "C", "C", "C", "H", "Lu", "H", "C", "H", "H", "H"], "coordinates": [[0.904, -0.690, 0.932], [0.739, -0.668, -1.262], [-1.438, -0.697, -0.754], [-0.537, -2.444, -1.816], [0.229, 0.113, 0.635], [-1.142, -0.036, 0.319], [-0.305, -1.285, -1.454], [-1.971, 0.505, 0.781], [0.031, -4.187, -3.248], [0.368, 0.663, 1.888], [0.713, 1.921, 1.009], [1.725, 1.971, 1.425], [0.747, 2.355, 0.002], [-0.064, 2.480, 1.544]], "charge": 3, "homo_ha": [-0.828, -0.736], "e_lumo_ha": [-0.4908, -0.5645], "total_energy_ev": -43968.4344}



[8]
{"formula": "C4H6MnO5", "method": "ωB97M-V/def2-TZVPD", "species": ["O", "C", "O", "O", "H", "Mn", "H", "C", "C", "O", "C", "O", "H", "H", "H", "H"], "coordinates": [[2.550, -1.803, -0.692], [1.694, -0.825, -0.816], [2.023, 0.379, -0.927], [0.497, -1.201, -0.547], [3.443, -1.484, -0.501], [3.385, 1.615, -1.557], [0.527, 1.226, 0.074], [-0.737, -0.265, -0.779], [-0.667, 0.978, 0.031], [-1.184, 0.810, 1.339], [-2.275, 0.098, 1.485], [-2.509, 0.073, 2.775], [-0.685, -0.011, -1.844], [-1.580, -0.907, -0.510], [-1.200, 1.791, -0.476], [-3.284, -0.474, 2.944]], "charge": 1, "homo_ha": [-0.447, -0.447], "multiplicity": 7, "e_lumo_ha": [-0.1488, -0.1796], "total_energy_ev": -45792.5140}



[9]
{"formula": "C4H6N", "method": "ωB97M-V/def2-TZVPD", "species": ["C", "C", "C", "C", "N", "H", "H", "H", "H", "H", "H"], "coordinates": [[-0.953, -1.024, 0.002], [0.374, -0.487, 0.039], [1.661, -0.357, -0.007], [-0.165, 0.847, 0.027], [-1.489, 0.163, -0.009], [-1.402, -2.004, -0.011], [2.106, 0.625, 0.017], [2.370, -1.179, -0.058], [-0.048, 1.476, 0.914], [-0.003, 1.456, -0.864], [-2.451, 0.484, -0.051]], "charge": 1, "homo_ha": -0.579, "e_lumo_ha": -0.2132, "total_energy_ev": -5725.3321}



[10]
{"formula": "C4H6N", "method": "ωB97M-V/def2-TZVPD", "species": ["C", "C", "C", "C", "N", "H", "H", "H", "H", "H", "H"], "coordinates": [[-1.294, -0.882, -0.023], [-0.100, -1.406, 0.428], [0.391, 0.181, -0.032], [-0.922, 0.980, -0.472], [-2.014, -0.015, -0.431], [-0.018, -1.582, 1.498], [0.384, -2.179, -0.161], [0.876, 0.634, 0.827], [1.079, 0.067, -0.864], [-1.171, 1.781, 0.227], [-0.844, 1.375, -1.487]], "charge": 1, "homo_ha": -0.642, "e_lumo_ha": -0.2078, "total_energy_ev": -5724.8158}